Computed, not measured: C41H52AsGeN3O9STi as an isolated structure, with ωB97M-V with the def2-TZVPD basis set.

Total energy, eV: -217561.8269
LUMO energy (spin up / spin down), eV: 0.14 / -0.06
Net charge: 0
Multiplicity: 3
Molecular weight, Da: 958.3
Kohn-Sham gap (spin up / spin down), eV: 4.308 / 7.581

Atoms and positions in Å:
H  0.6112  -6.0617  3.4292
O  0.2907  1.7747  -2.4671
C  -2.2775  0.8388  -3.3442
C  3.1376  -1.0991  3.3513
H  0.7420  -5.2449  0.8251
H  -1.3458  0.2874  -3.5056
C  -0.0532  -1.7821  1.7508
H  -3.7982  2.4857  -1.1104
C  0.7376  6.9197  -2.8168
H  -2.4992  -3.8445  6.4646
N  -0.6728  3.9932  3.0736
H  -1.3235  3.1851  3.1230
O  -2.9679  -0.7960  -4.8153
C  2.5743  3.7364  -0.7242
H  0.7246  7.8707  -3.4246
H  -4.3303  1.3170  -2.3294
S  -1.6884  4.4398  -2.2027
O  -3.9093  -2.7133  -2.8356
C  1.7909  -5.2506  1.0761
C  -3.6879  -1.9671  -5.0970
H  4.6946  -6.6686  -0.0001
H  -5.3234  -1.5415  -0.1205
H  1.1925  -0.0396  1.4235
C  4.7936  1.1623  -3.0595
H  -5.3758  -1.5966  -3.7936
H  3.0717  -0.8808  2.2832
H  -2.8644  -2.7091  -5.1951
O  2.9457  4.7267  -0.0697
H  3.3977  -2.0250  7.1373
O  -0.9916  3.9375  0.8783
O  -2.3400  1.2342  -1.9541
C  -1.0694  -3.5933  4.9400
H  4.0985  -3.4969  2.8249
H  -5.2523  -3.2501  -4.3124
H  5.3412  3.4643  -0.5847
C  -3.6796  1.4800  -1.4800
H  -4.1726  -1.9268  -6.0520
C  5.5409  1.9436  -2.2278
O  -0.5593  1.2872  0.2871
C  0.2976  4.7073  -5.0286
C  -1.9233  6.9636  -4.5429
As  -0.5892  5.7415  -3.6928
C  -0.1162  -4.1845  4.1152
H  -1.2726  -2.5094  4.9193
H  -2.8946  6.9297  -4.0143
C  -4.6466  -2.9620  -1.6354
H  1.2924  5.2547  0.8169
H  0.1350  3.6157  -4.9251
H  6.6028  1.7845  -2.2717
C  -4.6512  -2.3844  -3.9776
C  -0.0050  -5.5739  4.1541
H  1.7729  6.5458  -2.8259
C  3.3098  -1.6648  6.1113
C  -3.4606  -0.0291  -3.7233
H  -3.8614  -2.4112  0.3507
H  0.5056  7.0747  -1.7237
C  4.5178  -4.9685  1.3768
C  1.3380  2.2724  -1.9765
H  -4.2972  -3.9083  -1.2734
H  -1.1106  -2.0702  1.9772
C  2.7413  2.0345  -2.3190
C  3.4092  1.2661  -3.2534
Ti  -0.7651  2.9084  -0.7044
C  2.3685  -2.2862  5.3057
C  -0.6653  -6.3415  5.1501
C  2.6494  -6.0495  0.3507
N  0.7391  5.2256  1.6783
Ge  1.0135  -3.0521  2.9324
H  4.9552  -0.3039  6.1281
H  5.2544  0.4168  -3.7259
H  -2.0086  6.5680  -5.5404
H  1.3779  5.3088  2.4777
C  4.2161  -0.7817  5.5230
H  -2.2152  1.7916  -3.9583
H  -4.3672  0.5830  -3.9222
H  1.6967  -3.0296  5.6986
H  5.5831  -4.8824  1.6053
C  -0.2366  4.2919  1.8417
H  1.3715  4.9017  -5.0694
C  -1.6517  -5.7480  5.9040
H  -5.1029  0.5341  -0.1725
C  0.2504  -0.3104  1.9544
C  4.1716  -0.5308  4.1695
H  -0.4246  -7.4265  5.2514
O  -1.9175  0.7879  2.0146
O  -3.5933  -0.7201  -0.8963
H  0.3715  -0.1438  3.0561
H  -3.4243  0.8437  0.4871
H  0.2771  -2.2214  0.7778
C  -4.0248  0.5171  -0.3546
C  -4.3480  -1.8655  -0.5011
C  -1.8562  -4.3812  5.8128
N  1.2396  3.3209  -1.1023
C  2.3074  -1.9780  3.9886
C  4.8946  2.8535  -1.3675
H  -3.7005  -0.6461  -2.8443
H  -0.1315  4.2228  3.8830
C  2.2543  -4.3502  2.0948
H  -2.1674  -6.4169  6.6279
H  -0.0649  5.0674  -5.9724
C  3.4899  2.8652  -1.4038
H  -5.7517  -3.0377  -1.8722
H  5.0025  0.0117  3.6936
H  2.8474  0.7147  -4.0279
C  -0.8865  0.5969  1.3817
C  4.0344  -5.9441  0.5185
H  -1.5047  7.9671  -4.6099
H  2.1830  -6.7798  -0.3878
C  3.6630  -4.1921  2.1423

Results of the Löwdin charge analysis, in e, for atoms 1 through 2: atom 1 (H): 0.08, atom 2 (O): -0.09

---

Computed, not measured: a 6-piece molecular cluster, C32H55BBr11ClF3N2O4P overall, with ωB97M-V with the def2-TZVPD basis set.

Total energy, eV: -846355.7157
LUMO energy, eV: 0.06
Net charge: 0
Molecular weight, Da: 1545.0
Kohn-Sham gap, eV: 7.924
SMILES string: CB(O)[C@@](Cl)(CCC(F)(F)F)O[C@](Br)(c1ccccn1)[C@@H](CCCCN(C)C(C)=O)OCP(C)C.BrCCBr.BrCCBr.BrCCBr.BrCCBr.BrCCBr

Atoms and positions in Å:
N  0.4924  -4.9217  4.2474
Br  -3.3777  -2.3922  -4.4445
N  -2.9095  1.9557  0.5142
H  5.1418  5.9157  -4.4048
C  -0.6763  5.0108  -3.9551
O  -1.0396  -2.6227  2.9819
H  5.1271  2.0405  0.4582
F  0.2380  -3.4539  -3.4060
C  -1.6367  0.0828  1.6305
H  -1.7524  3.6744  0.5236
H  -2.8936  -5.3964  3.3559
O  -0.2132  -1.7220  -0.8156
C  -3.5192  1.1074  -0.4060
H  6.1187  0.5719  0.5728
Br  -0.0198  4.0220  -2.4142
C  1.2394  -4.7969  3.1480
H  -1.0220  -1.8162  -4.9870
H  1.5276  -0.5250  2.9337
C  2.0747  -5.8256  2.5979
H  0.7057  -1.5960  -0.5515
H  -2.0181  3.0295  -1.0805
H  -1.2694  6.6624  -2.6904
C  0.3464  -2.3216  3.0326
C  0.5057  -6.1171  4.8762
Br  3.7185  -0.0085  0.4493
H  -1.6393  -0.8392  -3.6372
H  3.7951  6.4119  -6.5663
H  -1.3710  0.7055  -5.4726
Br  3.9889  2.4525  3.1474
C  -2.5567  1.3201  1.7912
H  0.9559  -1.0124  1.3566
C  -1.8484  -1.2049  -4.6399
Br  2.1382  4.5734  -6.3574
C  4.1083  5.6201  -4.5724
H  2.8897  -4.2905  -1.9117
H  2.7130  -7.9252  2.8973
C  0.9624  -4.6674  -1.0387
C  -0.4541  0.1245  2.6009
H  2.2142  11.7207  -1.3775
C  -4.8579  0.5019  -0.0201
Br  -3.3708  5.3796  -3.0494
H  -2.7853  -5.4218  6.0728
H  0.0398  1.0972  2.4432
F  2.2342  -3.8369  -4.1021
H  -5.6241  1.2795  -0.0591
H  5.1784  0.2801  2.9689
H  -2.7461  -3.2804  0.3980
C  5.2414  1.0852  0.9602
H  -2.2322  -0.8198  1.7705
C  1.5305  -3.2346  -3.1267
C  3.8374  5.4612  -6.0446
H  -2.5285  -4.0007  -1.2053
O  1.2912  -3.6162  1.0285
H  -1.8154  6.7755  -4.3759
H  4.5914  4.8275  -6.5063
H  -3.1151  0.3943  -5.3589
H  -2.2277  -1.3194  4.0184
H  -2.7351  -2.2391  -1.0495
H  0.2079  5.4340  -4.4249
C  -2.6393  -4.3425  6.1791
H  -4.8165  0.0684  0.9837
H  -5.0731  -0.3067  -0.7224
C  5.3299  1.2253  2.4568
C  1.2700  -7.2367  4.4257
Br  3.0956  -2.7454  2.7707
H  1.5288  -5.5245  -0.6518
H  0.4816  11.4931  -1.0635
H  2.2412  -2.8638  -1.1490
C  -1.7655  -2.3055  4.1726
C  -1.6296  6.0986  -3.5449
H  1.2221  -8.1772  4.9711
C  0.2292  -4.0548  0.1904
H  -2.0775  2.0919  2.4080
C  -1.8134  2.7382  -0.0532
H  -0.8333  2.2492  0.0443
Cl  -0.7340  -5.4235  0.8451
Br  3.0220  7.0353  -3.8001
H  -3.2490  -4.0088  7.0251
C  -2.1465  -0.0524  -5.5576
Br  -2.1504  -0.5869  -7.4315
H  -0.7839  0.1375  3.6494
H  2.4030  9.1406  -1.4985
Br  1.0588  10.9233  -3.4116
H  2.0708  9.8122  0.1110
Br  0.1051  8.5801  -0.7387
F  1.7474  -1.9088  -3.2691
H  -0.1075  -6.2290  5.7646
C  1.9622  -3.7318  -1.7469
P  -3.1945  -3.3720  4.7112
H  6.2912  1.6461  2.7435
H  -1.5983  -4.0996  6.4057
H  -3.6432  -4.0969  2.4061
C  1.2473  -3.4439  2.4203
C  0.6552  -0.9296  2.4052
C  -2.2930  -3.1276  -0.5870
B  -0.7543  -2.9060  -0.3994
H  -4.5900  -4.9853  3.6484
H  3.8920  4.7182  -4.0081
C  2.0976  -7.1052  3.2581
H  0.2131  -5.0783  -1.7189
C  1.3700  11.0453  -1.4969
C  -3.6105  -4.5673  3.3880
H  -1.1099  -2.2173  5.0487
H  -1.2301  0.1115  0.6103
H  -1.1271  4.2824  -4.6222
H  -3.4813  1.0339  2.3002
O  -3.0399  0.8901  -1.4782
H  0.6958  -2.2499  4.0736
H  2.6743  -5.6359  1.7090
C  1.6886  9.6987  -0.9010

Results of the Löwdin charge analysis, in e, for atoms 1 through 2: atom 1 (N): 0.13, atom 2 (Br): 0.62

---

Computed, not measured: a 2-piece molecular cluster, BrH2NOS overall, with ωB97M-V with the def2-TZVPD basis set.

Total energy, eV: -84446.0679
LUMO energy, eV: -1.87
Net charge: 0
Relative energy (zero: lowest compared OMol25 entry of this formula, charge and spin), kJ/mol: 94.2
Molecular weight, Da: 144.0
Kohn-Sham gap, eV: 8.690

Atoms and positions in Å:
S  -1.2791  -0.0352  -1.4627
Br  0.4280  -0.3611  -2.9708
H  -0.0930  -0.1466  1.9544
O  0.8085  -0.3357  1.8313
H  1.0050  0.1667  0.9685
N  -0.8695  0.7120  -0.3208

Results of the Löwdin charge analysis, in e, for atoms 1 through 2: atom 1 (S): 0.48, atom 2 (Br): 0.08

---

Computed, not measured: one molecule with the formula C3H8N2O, with ωB97M-V with the def2-TZVPD basis set.

Total energy, eV: -8267.3303
LUMO energy, eV: 1.06
Net charge: 0
Relative energy (zero: lowest compared OMol25 entry of this formula, charge and spin), kJ/mol: 192.6
Molecular weight, Da: 88.1
Kohn-Sham gap, eV: 10.363
SMILES string: C=COC(N)N

Atoms and positions in Å:
H  -1.8010  1.0193  0.7382
C  0.8195  0.2685  -0.0626
H  0.4910  -0.1142  -1.9740
H  2.5888  0.9530  -0.6643
H  0.7382  1.0663  0.6847
N  2.1876  0.0510  -0.4307
C  -1.9817  -0.0338  0.9179
H  -2.9823  -0.3076  1.2405
H  -1.3666  -2.0411  0.7401
H  -0.7662  0.7792  -1.2499
C  -1.1078  -0.9948  0.6029
N  0.2319  0.6227  -1.3223
H  2.6755  -0.3257  0.3744
O  0.2732  -0.9427  0.4050

Results of the Löwdin charge analysis, in e, for atoms 1 through 2: atom 1 (H): 0.05, atom 2 (C): -0.55

---

Computed, not measured: C6H8O6Pr as an isolated structure, with ωB97M-V with the def2-TZVPD basis set.

Total energy, eV: -32704.8901
LUMO energy (spin up / spin down), eV: -0.14 / -0.42
Net charge: 0
Multiplicity: 4
Relative energy (zero: lowest compared OMol25 entry of this formula, charge and spin), kJ/mol: 0.0
Molecular weight, Da: 317.0
Kohn-Sham gap (spin up / spin down), eV: 5.278 / 8.877

Atoms and positions in Å:
H  -2.7279  0.8789  0.6733
C  0.2177  -1.8166  1.2073
C  -0.6914  -0.5772  1.1216
H  -1.0868  1.2284  -1.8990
H  -2.2780  2.3973  -1.2462
C  -1.5069  1.6501  -0.9595
O  -0.8389  0.1738  2.0708
H  3.3284  -0.7577  0.1625
O  0.1275  -2.5389  2.1717
O  -0.5064  2.1862  -0.1944
H  1.9511  -1.7909  -1.5599
H  2.7087  0.5156  -0.9089
H  -3.0441  0.1145  -0.9244
O  1.8197  0.3732  0.9762
C  1.4528  -1.1875  -0.7921
C  2.4072  -0.2068  -0.1201
O  -1.3844  -0.5725  0.0122
H  0.5994  -0.6701  -1.2428
C  -2.2757  0.5338  -0.2644
O  0.9829  -2.1406  0.1833
Pr  0.7451  2.2070  1.5328

Results of the Löwdin charge analysis, in e, for atoms 1 through 2: atom 1 (H): 0.13, atom 2 (C): -0.40

---

Computed, not measured: an isolated ion of composition C3H8FN3 and charge +2, with ωB97M-V with the def2-TZVPD basis set.

Total energy, eV: -10404.3405
LUMO energy (spin up / spin down), eV: -8.75 / -14.84
Net charge: +2
Multiplicity: 3
Relative energy (zero: lowest compared OMol25 entry of this formula, charge and spin), kJ/mol: 29.0
Molecular weight, Da: 105.1
Kohn-Sham gap (spin up / spin down), eV: 7.112 / 7.036

Atoms and positions in Å:
C  -0.6235  1.3090  -0.0902
H  -2.4248  2.2312  -0.1531
N  2.2258  -0.8284  -0.0487
F  1.9552  1.2814  0.0388
H  -2.4336  0.3842  -0.3059
H  -1.5353  -1.3904  -0.6099
C  1.3878  0.1316  0.0783
N  -1.8778  1.3692  -0.1513
N  0.0598  0.0806  0.0102
H  0.0873  2.2311  -0.0759
H  -1.2455  -1.2666  1.1459
C  -0.7498  -1.1644  0.1310
H  2.1091  -1.8392  0.3404
H  3.1448  -0.4722  -0.1901
H  -0.0797  -2.0570  -0.1194

Results of the Löwdin charge analysis, in e, for atoms 1 through 2: atom 1 (C): -0.12, atom 2 (H): 0.19

---

Computed, not measured: a 2-piece molecular cluster, C5H14O overall, with ωB97M-V with the def2-TZVPD basis set.

Total energy, eV: -7447.2662
LUMO energy (spin up / spin down), eV: -3.55 / -10.38
Net charge: +1
Multiplicity: 2
Relative energy (zero: lowest compared OMol25 entry of this formula, charge and spin), kJ/mol: 198.5
Molecular weight, Da: 90.2
Kohn-Sham gap (spin up / spin down), eV: 11.119 / 4.290

Atoms and positions in Å:
H  0.0083  0.0102  0.5170
H  -1.9894  1.6261  2.2454
H  1.6565  -0.4980  -2.6491
H  3.5460  -1.1749  -0.1513
H  -2.6713  -0.7557  0.2387
H  -2.1410  1.8645  -0.2755
H  -0.2199  1.6547  1.9683
H  3.5970  -2.0014  -1.7004
O  -1.9044  -0.7746  0.8081
C  2.9349  -1.5323  -0.9862
H  1.5797  0.0875  -1.0060
H  2.8400  0.6802  -1.9519
C  -1.2804  1.1160  -0.5699
C  -1.0176  0.3006  0.6953
H  2.2011  -2.0971  -0.5055
C  2.2019  -0.2840  -1.6747
H  -0.3901  1.7238  -0.7862
C  -1.1274  1.0940  1.9442
H  -1.2831  0.2620  2.6247
H  -1.7675  0.6500  -1.4847

Results of the Löwdin charge analysis, in e, for atoms 1 through 2: atom 1 (H): 0.17, atom 2 (H): 0.11

---

Computed, not measured: a 2-piece molecular cluster, C3H9NO overall, with ωB97M-V with the def2-TZVPD basis set.

Total energy, eV: -6793.3567
LUMO energy, eV: 0.84
Net charge: 0
Relative energy (zero: lowest compared OMol25 entry of this formula, charge and spin), kJ/mol: 163.9
Molecular weight, Da: 75.1
Kohn-Sham gap, eV: 10.004
SMILES string: C=O.CCN

Atoms and positions in Å:
H  0.3787  0.0931  2.1834
C  0.3021  0.0835  1.1007
H  0.4707  -0.9248  0.7243
H  1.5692  0.6201  -0.5604
H  -1.4528  1.0981  1.3524
H  -1.1702  -2.2433  -2.5322
H  -1.1576  0.7348  -0.1975
H  -0.7839  -2.0306  -0.7300
C  1.3116  1.0174  0.4190
N  -1.1106  0.3609  0.7441
H  2.1902  1.1864  1.0395
O  -0.5809  -0.4296  -2.0428
C  -0.8317  -1.5603  -1.7239
H  0.8652  1.9943  0.2234

Results of the Löwdin charge analysis, in e, for atoms 1 through 2: atom 1 (H): 0.10, atom 2 (C): -0.33